ORCA calculation (wB97M-V/def2-TZVPD) on a molecular structure, C47H44BeN3O5S2SbTe.

Last column: Mulliken spin population.
Positions of all 104 atoms, in Å:
Be (-0.04, -0.36, 1.21)  -0.017
O (-2.34, -3.35, -1.02)  0.000
S (-1.90, -2.04, -0.62)  0.000
O (-0.80, -1.48, -1.40)  0.001
O (-3.02, -1.04, -0.60)  0.001
S (-1.27, -2.04, 1.34)  -0.004
C (4.76, -7.31, 1.79)  0.000
C (4.30, -5.91, 1.47)  0.000
C (4.89, -5.18, 0.45)  0.001
C (4.46, -3.89, 0.13)  -0.003
C (5.18, -3.16, -0.97)  0.000
C (3.38, -3.33, 0.84)  0.001
Te (2.67, -1.36, 0.44)  0.008
N (-0.47, 0.96, 0.14)  -0.008
C (0.60, 1.60, -0.40)  -0.008
O (1.76, 1.25, -0.16)  0.001
C (0.47, 2.85, -1.21)  -0.005
C (0.15, 4.05, -0.59)  -0.004
C (0.16, 5.24, -1.31)  0.001
C (0.47, 5.22, -2.66)  0.000
C (0.79, 4.03, -3.29)  0.000
C (0.81, 2.85, -2.56)  0.000
C (2.43, -1.53, -1.65)  0.002
C (2.96, -0.52, -2.44)  0.000
C (2.81, -0.54, -3.82)  0.000
C (2.12, -1.59, -4.41)  0.000
C (1.59, -2.60, -3.63)  0.000
C (1.73, -2.59, -2.24)  -0.002
C (1.12, -3.71, -1.44)  0.002
C (2.80, -4.05, 1.90)  -0.005
C (1.70, -3.46, 2.73)  0.011
C (3.27, -5.32, 2.19)  0.000
H (5.70, -7.54, 1.28)  0.000
H (4.02, -8.05, 1.48)  0.000
H (4.92, -7.44, 2.86)  0.000
H (5.71, -5.60, -0.11)  0.000
H (6.16, -3.61, -1.13)  0.000
H (5.31, -2.11, -0.73)  0.000
H (4.62, -3.21, -1.91)  0.000
H (-0.10, 4.06, 0.47)  0.004
H (-0.09, 6.17, -0.81)  0.000
H (0.45, 6.15, -3.23)  0.000
H (1.03, 4.02, -4.34)  0.000
H (1.10, 1.92, -3.03)  0.000
H (3.50, 0.29, -1.97)  0.000
H (3.23, 0.26, -4.42)  0.000
H (2.01, -1.62, -5.49)  0.000
H (1.04, -3.40, -4.09)  0.000
H (0.30, -4.17, -1.99)  0.000
H (0.72, -3.34, -0.50)  0.000
H (1.87, -4.47, -1.20)  0.000
H (2.03, -2.57, 3.27)  0.002
H (1.35, -4.18, 3.48)  -0.003
H (0.85, -3.18, 2.11)  -0.004
H (2.81, -5.87, 3.01)  0.000
N (0.35, 1.17, 7.74)  0.020
C (0.84, 1.88, 6.63)  0.057
O (1.38, 2.97, 6.81)  0.119
C (0.70, 1.25, 5.34)  0.261
C (1.13, 1.93, 4.17)  -0.007
C (0.96, 1.38, 2.94)  0.188
N (0.37, 0.15, 2.73)  0.201
C (0.02, -0.54, 3.86)  0.144
C (0.16, -0.05, 5.12)  -0.030
H (0.25, 1.78, 8.54)  0.000
H (-0.44, 0.56, 7.59)  0.002
H (1.59, 2.90, 4.26)  0.008
H (1.31, 1.89, 2.06)  0.028
H (-0.39, -1.53, 3.71)  0.026
H (-0.13, -0.70, 5.94)  0.013
C (-3.21, 5.94, -1.53)  0.000
C (-3.25, 5.43, -0.24)  0.000
C (-2.96, 4.09, -0.02)  0.002
C (-2.62, 3.25, -1.08)  -0.001
C (-2.59, 3.78, -2.37)  0.000
C (-2.89, 5.12, -2.59)  0.000
Sb (-2.26, 1.15, -0.72)  0.000
C (-3.59, 1.14, 0.93)  -0.004
C (-3.06, 1.06, 2.21)  -0.023
C (-3.90, 1.12, 3.31)  0.005
C (-5.27, 1.25, 3.13)  0.005
C (-5.80, 1.34, 1.85)  0.000
C (-4.96, 1.30, 0.75)  0.000
C (-2.46, 0.63, -2.76)  0.000
C (-1.35, 0.35, -3.53)  0.000
C (-1.50, 0.09, -4.89)  0.000
C (-2.77, 0.09, -5.46)  0.000
C (-3.88, 0.35, -4.67)  0.000
C (-3.73, 0.62, -3.32)  0.000
H (-3.44, 6.99, -1.70)  0.000
H (-3.51, 6.06, 0.59)  0.000
H (-3.00, 3.70, 0.99)  -0.001
H (-2.32, 3.15, -3.21)  0.000
H (-2.85, 5.51, -3.60)  0.000
H (-1.99, 0.96, 2.37)  0.013
H (-3.48, 1.05, 4.30)  0.003
H (-5.93, 1.29, 3.99)  0.000
H (-6.87, 1.45, 1.71)  0.000
H (-5.39, 1.38, -0.24)  0.000
H (-0.36, 0.28, -3.09)  0.000
H (-0.63, -0.14, -5.49)  0.000
H (-2.89, -0.13, -6.51)  0.000
H (-4.87, 0.33, -5.11)  0.000
H (-4.61, 0.81, -2.72)  0.000

The HOMO energy (alpha / beta) comes out at -2.97 / -5.26 eV. As for the net charge: -1. For the energy above the lowest of the compared OMol25 structures with the same formula, charge and spin, the calculation gives 22.8 kJ/mol. The frontier orbital gap (alpha / beta) comes out at 0.193 / 0.276 Ha. The calculation puts the molecular weight at 1053.391 g mol⁻¹. The calculation puts the LUMO energy (alpha / beta) at 0.08336 / 0.08331 Ha. Its multiplicity is 2.


ORCA calculation (wB97M-V/def2-TZVPD) on a molecular structure, C47H45BrN6O4RbSSi.

Last column: Löwdin charge in e.
Positions of all 106 atoms, in Å:
Rb (0.47, -0.05, -0.59)  0.662
O (-3.70, -2.61, 0.19)  -0.098
C (-4.05, -2.56, 1.43)  -0.379
C (-5.18, -3.27, 1.92)  -0.040
C (-5.56, -3.23, 3.24)  -0.136
C (-4.84, -2.47, 4.17)  -0.144
C (-3.74, -1.75, 3.72)  -0.079
C (-3.35, -1.77, 2.39)  -0.099
C (-2.11, -1.04, 1.92)  -0.364
O (-2.23, -0.61, 0.58)  -0.125
N (-1.82, 0.11, 2.76)  0.014
N (-0.65, 0.71, 2.52)  0.026
C (-0.48, 1.91, 2.92)  -0.219
C (0.77, 2.62, 2.74)  -0.624
Br (2.01, 1.90, 1.50)  0.756
C (1.06, 3.79, 3.33)  -0.113
C (0.21, 4.47, 4.32)  -0.230
C (0.02, 5.85, 4.22)  -0.038
C (-0.78, 6.52, 5.13)  -0.090
C (-1.39, 5.83, 6.16)  -0.099
C (-1.20, 4.47, 6.29)  -0.082
C (-0.40, 3.79, 5.38)  -0.050
H (-2.79, -1.37, 0.16)  0.045
H (-5.73, -3.87, 1.20)  0.097
H (-6.42, -3.80, 3.57)  0.087
H (-5.14, -2.43, 5.21)  0.078
H (-3.16, -1.17, 4.43)  0.096
H (-1.23, -1.69, 2.02)  0.136
H (-2.62, 0.71, 2.93)  0.147
H (-1.28, 2.46, 3.42)  0.121
H (1.97, 4.30, 3.05)  0.102
H (0.50, 6.39, 3.41)  0.114
H (-0.92, 7.59, 5.03)  0.099
H (-2.02, 6.36, 6.87)  0.098
H (-1.66, 3.92, 7.10)  0.102
H (-0.23, 2.73, 5.50)  0.116
C (-3.26, 1.37, -3.84)  -0.068
O (-3.20, -0.07, -3.78)  0.002
C (-2.21, -0.35, -2.89)  -0.293
N (-1.54, 0.61, -2.41)  0.084
C (-2.02, 1.84, -3.04)  -0.242
C (-2.32, 2.93, -2.03)  -0.168
C (-2.69, 4.19, -2.50)  -0.043
C (-2.98, 5.21, -1.61)  -0.093
C (-2.88, 4.99, -0.24)  -0.097
C (-2.50, 3.74, 0.22)  -0.069
C (-2.22, 2.71, -0.66)  -0.010
C (-2.03, -1.79, -2.57)  -0.172
C (-2.80, -2.75, -3.20)  0.027
C (-2.60, -4.08, -2.86)  -0.028
C (-1.65, -4.39, -1.92)  0.022
C (-0.92, -3.35, -1.35)  -0.187
N (-1.10, -2.08, -1.67)  0.116
C (0.14, -3.64, -0.36)  -0.309
N (0.93, -2.82, 0.20)  0.113
C (1.88, -3.59, 1.00)  -0.241
C (1.28, -5.01, 0.99)  -0.078
O (0.30, -4.96, -0.06)  -0.001
C (2.13, -3.04, 2.38)  -0.173
C (1.53, -1.87, 2.82)  -0.033
C (1.78, -1.39, 4.10)  -0.067
C (2.62, -2.08, 4.95)  -0.094
C (3.22, -3.26, 4.52)  -0.092
C (2.98, -3.73, 3.24)  -0.046
H (-4.20, 1.69, -3.38)  0.130
H (-3.24, 1.67, -4.89)  0.124
H (-1.23, 2.19, -3.70)  0.149
H (-2.75, 4.37, -3.56)  0.115
H (-3.26, 6.19, -1.98)  0.097
H (-3.09, 5.79, 0.46)  0.097
H (-2.42, 3.56, 1.29)  0.093
H (-1.94, 1.74, -0.28)  0.075
H (-3.55, -2.46, -3.92)  0.118
H (-3.20, -4.86, -3.32)  0.110
H (-1.47, -5.41, -1.61)  0.118
H (2.83, -3.58, 0.45)  0.158
H (0.77, -5.25, 1.93)  0.134
H (1.99, -5.80, 0.75)  0.125
H (0.87, -1.32, 2.17)  0.054
H (1.30, -0.47, 4.42)  0.098
H (2.81, -1.71, 5.95)  0.097
H (3.89, -3.80, 5.18)  0.097
H (3.46, -4.64, 2.91)  0.114
C (6.54, 0.00, -5.50)  -0.201
Si (4.84, 0.69, -5.02)  0.496
C (5.23, 2.20, -3.97)  -0.216
C (3.96, 1.22, -6.59)  -0.185
C (3.87, -0.70, -4.20)  -0.276
C (4.22, -2.02, -4.44)  -0.113
C (3.51, -3.07, -3.86)  -0.099
C (2.46, -2.73, -3.03)  -0.183
N (2.06, -1.49, -2.79)  -0.020
C (2.72, -0.46, -3.38)  -0.815
S (2.12, 1.15, -3.17)  0.442
H (7.11, 0.78, -6.02)  0.021
H (6.49, -0.86, -6.18)  0.015
H (7.10, -0.30, -4.62)  0.029
H (5.97, 2.81, -4.50)  0.021
H (5.66, 1.92, -3.00)  0.029
H (4.34, 2.79, -3.78)  -0.017
H (4.53, 1.98, -7.14)  0.021
H (2.98, 1.64, -6.34)  0.016
H (3.81, 0.37, -7.26)  0.024
H (5.07, -2.25, -5.08)  0.083
H (3.77, -4.11, -4.04)  0.084
H (1.89, -3.51, -2.52)  0.091

The HOMO energy comes out at -4.16 eV. As for the net charge: -1. For the energy above the lowest of the compared OMol25 structures with the same formula, charge and spin, the calculation gives 23.4 kJ/mol. The frontier orbital gap comes out at 0.227 Ha. The calculation puts the molecular weight at 983.440 g mol⁻¹. The calculation puts the LUMO energy at 0.07459 Ha.


ORCA calculation (wB97M-V/def2-TZVPD) on a molecular structure, C47H45F4KN10O7S.

Last column: Löwdin charge in e.
Positions of all 115 atoms, in Å:
K (0.03, 1.22, -0.66)  0.701
N (2.90, -0.62, -2.46)  0.027
C (2.41, -1.23, -1.28)  -0.302
C (2.98, -2.46, -0.91)  -0.010
C (2.52, -3.12, 0.23)  -0.054
C (1.50, -2.56, 0.97)  -0.050
C (0.98, -1.35, 0.54)  -0.145
N (1.41, -0.70, -0.56)  0.057
C (2.48, 0.60, -3.04)  -0.291
C (3.11, 0.99, -4.23)  -0.011
C (2.72, 2.17, -4.86)  -0.059
C (1.71, 2.93, -4.31)  -0.034
C (1.13, 2.48, -3.14)  -0.198
N (1.49, 1.34, -2.52)  0.080
H (3.91, -0.64, -2.44)  0.061
H (3.76, -2.90, -1.51)  0.112
H (2.95, -4.08, 0.52)  0.096
H (1.11, -3.04, 1.86)  0.074
H (0.17, -0.86, 1.08)  -0.146
H (3.89, 0.37, -4.67)  0.104
H (3.21, 2.48, -5.79)  0.101
H (1.38, 3.85, -4.77)  0.119
H (0.32, 3.03, -2.66)  -0.023
C (-5.69, -3.57, 2.44)  -0.083
C (-5.23, -2.29, 3.13)  -0.209
N (-3.98, -1.79, 2.54)  -0.040
C (-4.03, -0.86, 1.51)  0.017
C (-3.00, -0.26, 0.92)  0.001
C (-3.21, 0.75, -0.21)  -0.603
O (-4.42, 1.03, -0.46)  -0.061
O (-2.18, 1.20, -0.78)  -0.195
C (-1.65, -0.61, 1.40)  -0.185
O (-0.62, -0.14, 0.96)  -0.098
C (-1.56, -1.61, 2.50)  -0.012
C (-0.29, -1.95, 2.97)  0.055
C (-0.17, -2.91, 3.96)  -0.199
F (1.08, -3.19, 4.38)  0.046
C (-1.28, -3.57, 4.53)  -0.140
C (-2.54, -3.20, 4.01)  0.044
C (-2.72, -2.20, 3.02)  -0.112
N (-1.18, -4.61, 5.48)  -0.087
C (-2.19, -4.69, 6.55)  -0.133
C (-2.38, -6.17, 6.97)  -0.207
N (-1.17, -6.99, 6.60)  -0.028
C (0.12, -6.25, 6.85)  -0.202
C (0.19, -5.03, 5.90)  -0.143
H (-6.63, -3.92, 2.88)  0.071
H (-4.95, -4.37, 2.53)  0.069
H (-5.87, -3.39, 1.37)  0.081
H (-5.14, -2.45, 4.21)  0.110
H (-6.02, -1.54, 3.03)  0.122
H (-5.04, -0.62, 1.18)  0.137
H (0.60, -1.48, 2.56)  0.116
H (-3.42, -3.73, 4.34)  0.085
H (-3.17, -4.29, 6.29)  0.109
H (-1.84, -4.11, 7.41)  0.122
H (-3.22, -6.63, 6.44)  0.088
H (-2.53, -6.27, 8.05)  0.086
H (-1.22, -7.12, 5.57)  0.078
H (-1.18, -7.92, 7.03)  -0.011
H (0.94, -6.95, 6.66)  0.082
H (0.12, -5.96, 7.90)  0.102
H (0.76, -5.34, 5.02)  0.123
H (0.71, -4.22, 6.42)  0.126
C (1.34, 2.92, 1.70)  -0.199
C (1.01, 3.94, 0.62)  -0.308
O (1.13, 3.34, -0.66)  -0.194
H (1.24, 3.36, 2.69)  0.136
H (2.36, 2.54, 1.57)  0.091
H (0.67, 2.05, 1.62)  -0.023
H (1.68, 4.80, 0.68)  0.110
H (-0.02, 4.29, 0.74)  0.081
H (2.08, 3.09, -0.78)  0.123
N (-1.30, -1.03, -3.33)  0.141
C (-0.88, -0.32, -2.49)  -0.010
H (-1.66, -1.63, -4.05)  0.091
F (7.56, -2.33, -1.81)  0.106
C (7.71, -1.19, -1.08)  -0.546
F (8.60, -1.50, -0.09)  0.099
F (8.34, -0.30, -1.89)  0.108
C (6.39, -0.67, -0.56)  -0.134
C (5.37, -0.32, -1.46)  -0.011
C (4.14, 0.17, -0.99)  -0.103
C (3.92, 0.32, 0.38)  -0.169
C (4.93, -0.02, 1.28)  -0.019
C (6.16, -0.51, 0.82)  -0.030
C (2.67, 0.82, 0.86)  -0.051
C (1.62, 1.23, 1.25)  -0.111
H (5.53, -0.44, -2.53)  0.131
H (3.37, 0.43, -1.71)  0.026
H (4.78, 0.09, 2.35)  0.112
H (6.94, -0.77, 1.54)  0.106
O (-3.62, 8.92, -4.49)  -0.391
S (-3.23, 9.01, -5.90)  0.419
O (-4.32, 9.44, -6.79)  -0.397
O (-1.94, 9.65, -6.15)  -0.392
C (-2.92, 7.23, -6.39)  -0.312
N (-3.19, 6.89, -7.67)  0.103
C (-2.98, 5.60, -7.95)  -0.143
C (-2.51, 4.68, -7.02)  -0.021
C (-2.26, 5.13, -5.74)  -0.220
N (-2.46, 6.42, -5.41)  0.159
C (-1.76, 4.27, -4.63)  -0.131
C (-1.36, 2.93, -4.82)  0.012
C (-0.91, 2.20, -3.73)  -0.173
N (-0.82, 2.67, -2.48)  -0.059
C (-1.20, 3.96, -2.30)  -0.062
C (-1.66, 4.77, -3.33)  0.045
H (-3.20, 5.31, -8.97)  0.098
H (-2.37, 3.65, -7.33)  0.091
H (-1.38, 2.45, -5.79)  0.107
H (-0.59, 1.16, -3.85)  0.076
H (-1.12, 4.33, -1.29)  0.124
H (-1.95, 5.79, -3.10)  0.123
H (-0.75, 2.55, 1.01)  0.062

The HOMO energy (alpha / beta) comes out at -1.56 / -1.14 eV. As for the net charge: -2. The frontier orbital gap (alpha / beta) comes out at 0.158 / 0.149 Ha. The calculation puts the molecular weight at 1009.097 g mol⁻¹. The calculation puts the LUMO energy (alpha / beta) at 0.10079 / 0.10672 Ha.